Formula: C4H7N2S2
Source: the Open Molecules 2025 dataset
Level of theory: the ωB97M-V functional and the def2-TZVPD basis

XYZ file:
```
15
Properties=species:S:1:pos:R:3:lowdin_charge:R:1
S -4.1587 -0.6839 -0.0500 0.45
S -3.0100 1.0355 0.1833 0.65
N -0.3663 1.2740 -0.1566 0.02
N -1.1740 -0.8777 -0.3805 0.04
C 1.0382 -0.5664 0.6206 -0.07
C 0.9879 0.7902 -0.1816 -0.09
C -1.3976 0.4491 -0.2199 -0.66
C -0.0533 -1.3844 -0.0140 -0.04
H 0.0295 -2.4626 -0.3466 0.16
H 0.8639 -0.3882 1.6505 0.12
H 1.5346 1.5752 0.2361 0.12
H 0.9790 0.5820 -1.2788 0.16
H -0.4413 2.2597 -0.5185 0.20
H -3.1860 -1.5308 0.2611 -0.19
H 1.9074 -1.2210 0.6895 0.13
```

Computed properties:
net charge	+1
ΔE to the lowest compared entry with this formula, charge and spin	168.00	kJ/mol
HOMO energy	-13.063	eV
calculated total energy	-28904.0568	eV
SMILES	SSC1=[NH+]CCC=N1
strongest force on any atom	3.511	eV Å⁻¹